[1]
10
Properties=species:S:1:pos:R:3:forces:R:3 method="wB97M-V/def2-TZVPD" e_lumo_ev="-10.730 / -12.345" total_energy_ev=-9068.643 spin_multiplicity=6 charge=+2 s_squared=8.76 homo_lumo_gap_ha="0.23118 / 0.26861" relative_energy_kcal_mol=48.6
H -1.181210 -0.289268 0.669876 2.936 2.258 1.189
C -1.320211 -0.813475 -1.219470 0.770 -1.735 -2.863
C -0.139076 -0.126974 -0.999914 -0.837 3.634 0.762
C -0.099528 0.341295 0.368477 -3.538 -4.221 -0.422
C 0.870111 0.442314 1.220125 2.111 0.460 1.376
O 1.776281 0.586255 1.965347 -5.427 -3.321 -3.240
Ir 3.109546 1.714707 2.752893 4.263 3.449 2.569
H -1.394561 -1.841991 -0.858864 -0.688 0.246 0.763
H -1.852855 -0.587531 -2.146937 -0.325 -0.059 0.214
H 0.231499 0.574665 -1.751530 0.736 -0.710 -0.349

***

[2]
14
Properties=species:S:1:pos:R:3:forces:R:3 method="wB97M-V/def2-TZVPD" e_lumo_ev="1.061 / 1.095" total_energy_ev=-30772.136 charge=-1 homo_lumo_gap_ha="0.13271 / 0.17563" relative_energy_kcal_mol=104.9
O -2.488061 -0.298438 0.394867 -5.956 -1.421 -1.696
C -3.846713 -0.666899 -0.000625 6.169 2.965 4.000
O -4.670659 -1.100918 -0.666641 -0.562 -0.948 -1.622
K -2.170707 1.556620 2.620047 0.169 -0.703 -0.870
O 1.624087 -0.342965 -1.093715 -2.327 -0.547 0.630
C 2.913147 -0.014483 -0.751890 2.437 0.230 -0.113
C 0.515684 0.391004 -0.517581 -0.377 0.975 -1.173
O 3.740116 -0.922845 -0.992968 -0.677 0.205 0.127
O 3.146893 1.139700 -0.338783 -0.571 0.128 0.352
C 0.009509 -0.126523 0.809503 2.801 -2.265 -0.169
H -0.300456 0.322302 -1.255365 0.317 -0.115 0.132
H 0.804249 1.451316 -0.466402 0.049 -0.253 0.169
H -0.161379 -1.221592 0.764496 -0.923 0.688 -0.274
H 0.884287 -0.166276 1.495051 -0.547 1.061 0.508

***

[3]
13
Properties=species:S:1:pos:R:3:forces:R:3 method="wB97M-V/def2-TZVPD" e_lumo_ev="-8.483 / -8.434" total_energy_ev=-49739.293 spin_multiplicity=3 charge=+2 s_squared=2.03 homo_lumo_gap_ha="0.21111 / 0.28042"
O -2.017265 -1.101976 -1.726322 -0.979 0.735 -0.996
C -0.947799 -0.517518 -1.381511 1.116 0.010 2.454
C -0.041752 -0.320488 -0.473291 0.417 -0.496 -1.777
Li -3.378317 -0.329916 -2.734124 -0.079 -0.039 -0.289
Li -2.192011 -2.174022 -0.151310 -0.043 -0.131 -0.003
H -0.151018 0.592383 -1.628925 -0.367 -0.989 0.467
C 1.787158 0.639578 1.527124 2.704 -1.928 -2.164
C 0.518088 1.026848 1.011665 -1.412 0.982 1.089
O 2.308606 -0.493131 1.256314 -0.829 2.034 1.697
H 2.463982 1.422106 1.907760 -0.126 -0.319 0.335
H 0.504933 2.055751 0.625879 -0.234 -0.292 0.239
H -0.265564 0.803501 1.753686 -0.097 0.117 -0.674
Ni 1.410957 -1.603110 0.013060 -0.072 0.317 -0.379

***

[4]
15
Properties=species:S:1:pos:R:3:forces:R:3 method="wB97M-V/def2-TZVPD" e_lumo_ev=-0.675 total_energy_ev=-14862.340 homo_lumo_gap_ha=0.26561 relative_energy_kcal_mol=0.0
O -1.084616 -0.557837 -4.448154 0.116 -0.129 0.382
C -2.196293 -0.986718 -3.670880 0.685 -0.992 1.093
C -0.817651 -1.510691 -5.463055 0.005 -0.048 0.131
O -2.827993 -0.067045 -3.062557 -0.600 0.711 -0.880
O -2.949723 -1.794716 -4.551727 0.111 -0.219 0.514
C -2.169573 -2.215494 -5.659726 0.009 -0.020 -0.038
H -0.036646 -2.212018 -5.136285 -0.159 0.118 -0.055
H -0.478517 -0.980252 -6.361326 -0.073 -0.101 0.234
H -2.070433 -3.309511 -5.667416 -0.024 0.243 0.042
H -2.671509 -1.894250 -6.583446 0.078 -0.066 0.234
Li -2.489076 -0.080065 -1.442784 0.121 0.206 0.994
O -1.448265 -1.589674 -1.071064 -0.575 0.759 0.469
C -1.527548 -2.025924 -2.276395 0.632 -0.874 -3.175
O -1.034880 -3.159699 -2.544680 -0.256 0.326 0.356
Li -0.636002 -3.248241 -0.711446 -0.070 0.088 -0.300

***

[5]
11
Properties=species:S:1:pos:R:3:forces:R:3 method="wB97M-V/def2-TZVPD" e_lumo_ev="-12.898 / -12.857" total_energy_ev=-8487.263 spin_multiplicity=2 charge=+2 s_squared=0.77 homo_lumo_gap_ha="0.30004 / 0.29870" relative_energy_kcal_mol=131.3
O 1.684870 -0.665192 -2.694006 6.211 -2.032 1.160
C 1.985955 -0.523093 -1.560637 -2.208 -0.340 -7.332
C 1.060807 0.017096 -0.733960 -3.692 0.634 -0.733
C 0.733873 -0.210964 0.647544 -1.153 1.148 1.174
C -0.676556 -0.616429 0.982587 -0.184 1.494 -0.038
H 1.295441 0.346022 1.401739 0.007 -0.149 -0.151
H -1.031373 -0.295557 1.963821 -0.030 -0.283 -0.247
H -1.402160 -0.753645 0.179296 0.167 0.042 0.238
H 0.334659 0.051363 -1.931263 -0.042 1.513 5.608
Li 1.042552 -3.111846 1.310745 0.219 -1.120 0.479
O 0.384639 -1.538997 0.990444 0.706 -0.906 -0.157

***

[6]
15
Properties=species:S:1:pos:R:3:forces:R:3 method="wB97M-V/def2-TZVPD" e_lumo_ev="-0.396 / -0.535" total_energy_ev=-15490.828 spin_multiplicity=2 s_squared=0.75 homo_lumo_gap_ha="0.18971 / 0.28535" relative_energy_kcal_mol=37.3
O 1.802964 1.858943 -0.733859 1.018 1.453 0.209
C 2.783927 1.235544 -0.259007 -5.068 -0.616 -1.444
C 1.614913 -0.314686 -2.060904 -1.142 -1.816 -0.689
O 2.689365 0.716326 0.877017 1.706 -0.858 1.464
O 3.617798 0.722368 -1.199195 1.759 -0.227 -0.190
C 2.921733 0.439054 -2.419091 -1.356 0.905 1.267
H 1.881635 -1.157928 -1.421662 0.324 0.327 0.706
H 1.492232 -0.935333 -2.951440 -0.791 0.315 -0.479
H 2.695936 1.326359 -3.012865 0.114 0.132 0.245
H 3.558748 -0.210141 -3.018949 0.007 -0.173 0.308
O -0.848630 -0.308628 -2.348335 -1.568 1.438 -1.792
C 0.044884 -0.103682 -1.561897 2.960 -3.450 3.251
O -0.267642 -0.458800 -0.242658 1.199 1.997 -1.930
Li 1.177925 -0.395800 1.219435 0.237 0.838 -0.907
Sr -2.658077 0.272500 -0.695448 0.600 -0.266 -0.018

***

[7]
13
Properties=species:S:1:pos:R:3:forces:R:3 method="wB97M-V/def2-TZVPD" e_lumo_ev="-9.125 / -9.128" total_energy_ev=-16437.257 spin_multiplicity=2 charge=+2 s_squared=0.75 homo_lumo_gap_ha="0.22316 / 0.26118"
O -1.005619 -2.125019 2.167894 -0.562 -0.935 0.210
C -0.374328 -1.731598 1.145957 0.495 1.028 0.426
O -0.576944 -2.288769 0.027355 -0.597 -0.905 -0.858
O 0.466268 -0.728378 1.289463 -0.543 -0.561 0.463
C 0.938038 -0.042080 0.129742 0.393 -0.357 -0.486
Mg -1.846880 -3.531958 0.993478 1.010 1.201 0.270
H 1.129091 -0.757535 -0.680022 -0.032 0.074 0.170
H 1.885818 0.428661 0.406708 -0.358 -0.053 0.118
C -0.078174 0.976929 -0.340947 2.278 -1.037 -0.409
C 0.172732 2.293980 -0.319884 -3.558 -1.241 -0.393
H -1.023444 2.272675 -0.208664 1.224 2.509 0.356
H -0.941725 0.547847 -0.877301 0.238 0.215 0.069
Rb 1.255168 4.685245 -3.733779 0.012 0.064 0.064

***

[8]
15
Properties=species:S:1:pos:R:3:forces:R:3 method="wB97M-V/def2-TZVPD" e_lumo_ev="-0.381 / -1.828" total_energy_ev=-24584.615 spin_multiplicity=2 s_squared=0.76 homo_lumo_gap_ha="0.25982 / 0.23766" relative_energy_kcal_mol=77.4
O -0.031433 0.764594 1.534851 1.238 0.579 2.542
C 0.549312 -0.315933 1.954565 1.681 1.715 -3.314
C -1.048696 0.207663 -0.006693 -2.069 -0.426 -3.909
O 1.708053 -0.355355 2.346053 0.114 -0.498 1.218
O 0.032706 -1.412572 1.364684 -1.112 -1.485 0.859
C -1.199021 -1.159870 0.677649 1.150 1.049 0.323
H -1.651825 0.123651 -0.922203 0.817 -0.939 -1.347
H -1.552687 1.152516 0.217560 0.673 -0.101 1.306
H -1.322560 -1.973645 -0.043398 0.100 0.290 0.160
H -2.029050 -1.148370 1.394327 -0.014 0.088 -0.158
O 0.577474 -0.422446 -2.399473 0.424 0.701 1.164
C 0.672773 0.317890 -1.373690 -2.675 -0.369 -1.320
O 1.349094 1.419977 -1.526311 -0.481 -0.627 -1.248
Tl 2.199013 1.823116 0.464841 0.749 0.518 2.642
Mg 1.746848 0.978782 -3.682757 -0.595 -0.494 1.082

***

[9]
9
Properties=species:S:1:pos:R:3:forces:R:3 method="wB97M-V/def2-TZVPD" e_lumo_ev="-7.634 / -7.585" total_energy_ev=-5685.273 charge=+1 homo_lumo_gap_ha="0.27045 / 0.27138" relative_energy_kcal_mol=147.2
C 3.256466 -0.738688 -0.036177 -0.090 -0.716 -3.283
C -0.933680 0.182216 0.125545 2.804 0.683 0.167
C 1.855613 1.178036 -0.035422 -0.269 -1.167 -0.419
C -2.131923 -0.107577 -0.005075 -5.678 -2.334 -0.498
N 2.498334 0.179265 0.002399 -1.726 2.924 0.519
H 3.794576 -1.197475 0.651565 2.439 -2.315 3.027
H 1.180990 1.949233 0.154882 -0.665 1.137 0.191
H -2.857431 -1.054332 -0.155864 2.300 1.962 0.311
H -2.839004 0.760671 0.092718 0.885 -0.174 -0.016

***

[10]
10
Properties=species:S:1:pos:R:3:forces:R:3 method="wB97M-V/def2-TZVPD" e_lumo_ev=-0.225 total_energy_ev=-7188.270 smiles="C1=C=NC=NC=1.[H][H]" homo_lumo_gap_ha=0.36388 relative_energy_kcal_mol=101.9
C -0.980141 -0.151313 0.120936 0.358 0.228 -0.005
C 0.061785 0.585103 0.099358 0.144 -0.314 -0.031
N 1.311911 0.705999 0.020201 -0.473 -0.025 0.034
C 1.748724 -0.596559 -0.100891 0.049 -0.218 -0.022
N 0.944402 -1.640640 -0.117736 -0.052 0.301 0.024
C -0.385476 -1.439881 -0.010902 0.076 -0.194 -0.013
H -2.225841 2.440437 0.158224 -0.043 0.108 -0.019
H -2.300387 3.172760 0.047029 0.008 -0.058 0.017
H 2.820964 -0.734573 -0.185360 -0.146 0.015 0.011
H -0.995945 -2.341332 -0.030862 0.079 0.154 0.004

***

[11]
10
Properties=species:S:1:pos:R:3:forces:R:3 method="wB97M-V/def2-TZVPD" e_lumo_ev=0.429 total_energy_ev=-7184.206 homo_lumo_gap_ha=0.33784 relative_energy_kcal_mol=195.6
C 0.735147 -0.883970 0.238783 0.223 0.137 -0.003
C -0.701920 -0.659999 -0.108219 -0.327 -0.525 0.248
N -1.652768 -0.077057 -1.051932 -0.058 0.354 -0.084
N -1.237568 1.119797 -1.032462 -0.235 -0.229 -0.116
C 0.042310 0.904890 -0.360651 0.429 0.414 -0.242
C 0.751243 0.344487 0.832567 0.019 -0.178 0.172
H 1.394996 -1.743164 0.202992 -0.032 0.014 -0.005
H -1.338190 -0.900099 0.748322 0.017 -0.037 0.001
H 0.763594 1.105636 -1.158798 -0.013 0.043 0.030
H 1.243157 0.789480 1.689398 -0.023 0.007 -0.003

***

[12]
10
Properties=species:S:1:pos:R:3:forces:R:3 method="wB97M-V/def2-TZVPD" e_lumo_ev=0.453 total_energy_ev=-7187.414 smiles="C1=C(C2N=N2)C1" homo_lumo_gap_ha=0.35872 relative_energy_kcal_mol=121.6
C -0.615986 -1.033235 0.573116 2.781 2.741 -1.704
C 0.056817 -0.017368 0.020095 -3.771 -3.309 0.847
C -0.834775 -0.979794 -0.855094 0.748 -0.352 -1.072
C 0.631657 1.272749 0.193742 -0.983 1.848 -0.465
N 1.601961 1.503512 1.252235 0.418 -0.470 0.803
N 2.079215 1.333901 0.153364 0.931 0.770 -0.328
H -0.731315 -1.777789 1.251283 -0.410 -1.447 2.468
H -0.359786 -1.821693 -1.472738 -0.683 1.575 0.485
H -1.854851 -0.686468 -1.088266 0.130 0.041 -0.737
H 0.027064 2.206185 -0.027738 0.838 -1.398 -0.295